Below is C4H12CsO2 as an isolated structure, with properties calculated with ωB97M-V/def2-TZVPD.

The geometry in ORCA input format:
```
! wB97M-V def2-TZVPD RIJCOSX def2/J DEFGRID3
* xyz 1 1
Cs -1.02 -2.81 0.38
C 0.63 0.60 2.38
C 1.59 -0.20 1.51
O 1.31 -1.61 1.55
H -0.38 0.69 1.98
H 1.03 1.62 2.49
H 0.62 0.18 3.39
H 2.63 -0.03 1.78
H 1.49 0.11 0.47
H 1.84 -2.00 2.25
C -0.49 0.27 -2.73
C -1.23 0.77 -1.49
O -1.99 -0.29 -0.88
H 0.17 1.03 -3.15
H -1.21 -0.04 -3.49
H 0.17 -0.56 -2.48
H -1.88 1.61 -1.75
H -0.53 1.14 -0.75
H -2.75 -0.48 -1.45
*
```

Results
- LUMO level (eV) = -3.2087
- relative energy (zero: lowest compared OMol25 entry of this formula, charge and spin) (kcal per mole) = 0.00
- Kohn-Sham gap (eV) = 11.07
- maximum force (eV/Å) = 0.8
- total energy (eV) = -8980.4078

Below is one molecule with the formula C4H6N2 at a distorted geometry, with properties calculated with ωB97M-V/def2-TZVPD.

The geometry in ORCA input format:
```
! wB97M-V def2-TZVPD RIJCOSX def2/J DEFGRID3
* xyz 0 1
H 1.74 1.61 1.63
N 1.11 0.82 1.66
C 0.62 0.42 0.55
C 0.45 0.82 -0.85
C -0.58 0.08 -1.34
N -1.13 -0.79 -0.42
C -0.24 -0.81 0.73
H 0.90 1.66 -1.37
H -1.03 0.14 -2.33
H -1.62 -1.61 -0.74
H -0.59 -0.61 1.75
H 0.38 -1.72 0.74
*
```

Results
- LUMO level (eV) = 0.9253
- relative energy (zero: lowest compared OMol25 entry of this formula, charge and spin) (kcal per mole) = 29.93
- SMILES string = [H]/N=C1\C=CNC1
- Kohn-Sham gap (eV) = 9.08
- maximum force (eV/Å) = 1.3
- total energy (eV) = -7224.2933